w) A structure of composition C29H30MgN7O3. Source: the OMol25 dataset; level of theory: the ωB97M-V functional and the def2-TZVPD basis.

Positions of all 70 atoms, in Å:
Mg1 -0.43262 1.52373 1.02334
N1 -0.39777 -1.60989 0.16391
O1 -1.58572 -1.95280 0.03305
O2 0.52026 -2.41715 0.06782
O3 -0.14796 -0.39114 0.43064
N2 -1.22825 -4.55107 -1.21502
C1 -0.40237 -5.58018 -1.56922
C2 -1.19265 -6.59333 -2.05483
C3 -2.53036 -6.15260 -2.01267
C4 -2.52727 -4.89469 -1.44239
H1 -0.82299 -3.74248 -0.76202
H2 0.66029 -5.44181 -1.46512
H3 -0.87585 -7.55522 -2.42800
H4 -3.40193 -6.69952 -2.32952
H5 -3.33010 -4.20097 -1.26019
N3 -0.77374 0.86167 2.88762
C5 -0.03529 1.18722 3.96487
C6 -0.27046 0.79985 5.27421
C7 -1.34835 -0.02635 5.55499
C8 -2.17051 -0.32148 4.47714
C9 -1.84512 0.09394 3.20750
H6 0.82548 1.84286 3.88938
H7 0.43474 1.10570 6.03385
H8 -1.68408 -0.27183 6.55331
H9 -3.07573 -0.90116 4.59696
H10 -2.51175 -0.17658 2.39909
N4 -0.27990 2.09123 -0.99201
C10 0.24708 1.29552 -1.95745
C11 0.17804 1.60548 -3.29247
C12 -0.39504 2.79818 -3.73227
C13 -0.87325 3.64734 -2.76074
C14 -0.74605 3.26846 -1.43723
H11 0.65513 0.33115 -1.68899
H12 0.59748 0.92943 -4.02614
H13 -0.41107 3.00482 -4.79313
H14 -1.32317 4.60729 -2.97330
H15 -1.06163 3.97125 -0.67036
N5 1.57710 1.70687 1.20888
C15 2.21073 2.75668 0.64236
C16 3.57263 2.99275 0.70600
C17 4.36473 2.10657 1.42370
C18 3.73221 1.05488 2.06706
C19 2.36212 0.90580 1.94576
H16 1.59103 3.46160 0.10467
H17 3.93833 3.79824 0.08533
H18 5.43156 2.25857 1.51348
H19 4.27637 0.30150 2.61804
H20 1.88196 0.04041 2.38285
N6 5.00530 -1.15794 -3.69010
C20 4.54037 -2.27489 -3.13914
C21 3.66024 -2.26891 -2.05861
C22 3.34482 -1.02558 -1.52087
C23 3.83283 0.13337 -2.09644
C24 4.63802 0.02324 -3.22611
H21 4.91104 -3.21058 -3.53648
H22 3.22896 -3.16606 -1.63994
H23 2.66536 -0.93668 -0.67903
H24 3.70773 1.11681 -1.65554
H25 5.07196 0.89749 -3.69823
N7 -2.56801 1.76552 0.74637
C25 -3.39356 2.54391 1.48664
C26 -4.76155 2.53924 1.40045
C27 -5.38160 1.64218 0.51686
C28 -4.55832 0.90390 -0.30964
C29 -3.18101 0.97540 -0.14724
H26 -2.86271 3.21867 2.15082
H27 -5.34094 3.10081 2.11943
H28 -6.46074 1.62650 0.46826
H29 -4.95510 0.23102 -1.05656
H30 -2.51933 0.45386 -0.82768

Summary:
**LUMO level**: -2.94 eV
**Total charge**: +1

x) A structure of composition C29H30MgN7O3. Source: the OMol25 dataset; level of theory: the ωB97M-V functional and the def2-TZVPD basis.

Positions of all 70 atoms, in Å:
Mg1 25.10544 -7.11648 -9.75092
N1 22.76218 -6.66395 -11.91406
O1 23.34626 -6.07462 -12.81593
O2 21.56441 -6.80181 -11.94599
O3 23.50478 -6.99124 -10.99293
N2 21.38525 -6.13650 -14.82901
C1 20.12235 -6.36992 -15.14570
C2 19.96994 -5.95147 -16.44477
C3 21.18069 -5.55145 -16.96565
C4 22.05646 -5.57301 -15.89796
H1 21.63218 -6.30647 -13.86453
H2 19.50094 -6.83784 -14.39651
H3 19.06837 -5.97886 -17.03877
H4 21.39048 -5.21090 -17.96886
H5 23.11184 -5.34870 -15.85038
N3 24.71240 -5.27052 -9.21321
C5 24.33591 -4.84976 -7.93550
C6 24.11437 -3.55831 -7.47788
C7 24.21377 -2.48038 -8.35341
C8 24.69986 -2.81100 -9.60084
C9 24.87328 -4.10742 -10.01170
H6 24.20165 -5.49125 -7.07709
H7 23.78366 -3.43250 -6.45749
H8 24.25193 -1.44102 -8.06245
H9 24.93804 -2.04263 -10.32145
H10 25.24939 -4.23453 -11.01609
N4 25.44592 -8.97449 -10.59107
C10 24.52512 -9.72528 -11.35452
C11 24.91264 -10.82615 -12.04231
C12 26.20121 -11.37206 -11.98062
C13 27.07350 -10.74080 -11.17839
C14 26.65113 -9.64144 -10.48518
H11 23.52144 -9.38497 -11.56244
H12 24.19631 -11.35780 -12.65112
H13 26.38943 -12.27648 -12.54008
H14 28.08821 -11.07200 -11.01388
H15 27.34663 -9.22082 -9.77401
N5 23.89387 -7.96667 -8.43449
C15 24.26593 -9.18233 -7.83377
C16 23.52386 -9.89720 -6.88382
C17 22.30177 -9.33994 -6.44581
C18 21.94414 -8.05861 -6.95348
C19 22.76208 -7.41990 -7.89926
H16 25.21655 -9.59812 -8.13353
H17 23.89738 -10.89398 -6.70123
H18 21.70154 -9.84011 -5.70018
H19 21.01574 -7.56729 -6.70229
H20 22.43218 -6.48709 -8.33221
N6 19.64240 -12.40373 -10.90080
C20 19.00937 -11.32232 -11.51997
C21 19.54898 -10.02527 -11.41112
C22 20.69489 -9.95110 -10.55141
C23 21.28926 -11.10755 -9.95895
C24 20.76940 -12.34817 -10.22007
H21 18.06049 -11.47153 -12.01371
H22 19.15869 -9.14533 -11.90082
H23 21.19957 -9.01204 -10.37856
H24 22.05840 -11.08423 -9.20114
H25 21.13302 -13.23873 -9.72904
N7 26.71605 -6.42131 -11.01526
C25 27.85169 -5.73610 -10.63397
C26 28.79460 -5.14474 -11.45566
C27 28.59557 -5.16854 -12.88752
C28 27.54147 -5.97675 -13.32258
C29 26.62290 -6.52966 -12.37941
H26 27.94587 -5.75558 -9.55826
H27 29.53221 -4.48819 -11.01831
H28 29.33000 -4.68171 -13.51204
H29 27.36411 -6.15161 -14.37347
H30 25.87531 -7.24157 -12.69676

Summary:
**LUMO level**: -3.25 eV
**Total charge**: +1

Most stable structure among those shown: w).